101
Properties=species:S:1:pos:R:3:lowdin_charge:R:1 method="wB97M-V/def2-TZVPD" energy_ev=-49928.622 molar_mass_g_mol=529.8 lumo_energy_ev=0.590 e_above_lowest_kcal_mol=73.12
C 2.00378 4.74911 3.44374 -0.068
C 1.57418 3.78977 2.38296 -0.484
C 2.78493 2.97285 2.00105 -0.060
O 0.61201 2.89464 2.94794 -0.051
H 1.20748 5.26450 3.89963 0.059
H 2.81374 5.46608 3.15119 0.103
H 2.38644 4.14566 4.23853 0.075
H 1.12447 4.26328 1.50752 0.137
H 3.63803 3.50527 1.61235 0.079
H 2.62605 2.29451 1.13961 0.050
H 3.18287 2.26233 2.76077 0.099
H -0.27246 3.22706 2.80830 0.075
C 3.22138 -1.76711 -4.15033 -0.048
C 2.49650 -2.79697 -3.27528 -0.495
C 3.50585 -3.58734 -2.58894 -0.065
O 1.50951 -2.15076 -2.44860 -0.081
H 3.87871 -1.16800 -3.56844 0.061
H 2.52855 -1.11697 -4.68690 0.085
H 3.85016 -2.25769 -4.86775 0.073
H 1.80494 -3.32902 -3.95036 0.148
H 3.99263 -2.97180 -1.81876 0.097
H 4.27447 -3.89221 -3.31168 0.093
H 3.07006 -4.47944 -2.12526 0.084
H 1.94110 -1.47552 -1.87364 0.099
C -1.96539 -2.42677 -2.36091 -0.159
O -1.09678 -1.52385 -3.00646 -0.166
H -1.35022 -2.96734 -1.58500 0.074
H -2.73938 -1.84157 -1.86203 0.062
H -2.40406 -3.14135 -3.12308 0.096
H -0.27938 -2.03363 -3.21229 0.056
C -0.07726 2.50771 -4.48965 -0.187
O 0.56434 3.72577 -4.25933 -0.112
H 0.17840 2.18074 -5.51259 0.082
H 0.25945 1.66157 -3.85273 0.074
H -1.20430 2.59866 -4.38095 0.080
H 0.59484 3.91532 -3.32698 0.060
C 0.09951 -4.03500 0.45265 -0.134
O 1.22523 -4.42651 1.25082 -0.123
H -0.78554 -4.33376 1.03846 0.072
H 0.10035 -2.94302 0.31588 0.058
H 0.15885 -4.49540 -0.50701 0.067
H 1.94842 -4.44308 0.63081 0.057
C 4.22309 1.78974 -1.15268 -0.132
O 3.27679 2.59151 -1.88043 -0.125
H 5.04717 2.37294 -0.76512 0.071
H 3.73691 1.25471 -0.36736 0.020
H 4.73981 1.12136 -1.92105 0.098
H 3.65169 2.96995 -2.66588 0.066
C -2.82022 4.43513 0.57317 -0.103
O -3.78814 4.11611 -0.46142 -0.156
H -2.20926 3.52841 0.69573 0.052
H -2.17380 5.27362 0.26907 0.081
H -3.43364 4.60435 1.50609 0.105
H -4.62061 4.59188 -0.29353 0.100
C -2.45994 0.57218 3.29568 -0.153
O -2.70653 1.42539 2.17234 -0.185
H -3.34241 -0.06597 3.54811 0.067
H -1.69883 -0.20519 3.09489 0.078
H -2.19752 1.26875 4.07360 0.067
H -2.43203 0.92089 1.37464 -0.002
C -6.18195 -0.62424 1.37396 -0.143
O -4.80972 -0.40049 1.71697 -0.137
H -6.34574 -1.18205 0.46364 0.069
H -6.61949 -1.36752 2.02838 0.072
H -6.83855 0.22939 1.36488 0.076
H -4.53906 0.30955 1.09743 0.068
C 4.25225 -4.55100 3.84373 -0.177
O 3.59222 -3.56457 3.11218 -0.146
H 3.70222 -4.88059 4.68301 0.062
H 4.47751 -5.37001 3.12490 0.087
H 5.17800 -4.10856 4.20278 0.077
H 2.62280 -3.72729 3.11027 0.074
C -3.25005 -3.84492 2.59646 -0.144
O -2.73801 -2.99004 1.56743 -0.149
H -3.30993 -3.30030 3.54290 0.083
H -4.16061 -4.37856 2.35184 0.070
H -2.60123 -4.71008 2.69163 0.067
H -3.32131 -2.22656 1.43025 0.050
C -3.87012 1.46699 -2.65014 -0.184
O -4.08859 1.51037 -1.29998 -0.131
H -3.18561 2.25632 -3.03534 0.080
H -3.39303 0.53738 -2.95578 0.070
H -4.79263 1.52920 -3.23881 0.080
H -3.97143 2.40998 -0.96977 0.033
C 0.06661 1.89890 -0.72817 -0.048
C -0.20233 0.47575 -0.45303 -0.367
C 0.68062 -0.02777 0.71624 -0.166
O 2.00629 -0.04309 0.20052 -0.233
C 2.88217 -0.46175 1.20798 -0.107
N -1.63839 0.23273 -0.05686 0.084
H 1.11031 1.93607 -1.06898 0.072
H -0.09345 2.45913 0.22423 0.081
H -0.60020 2.31189 -1.49901 0.079
H -0.01346 -0.09869 -1.39247 0.124
H 0.38674 -1.02293 1.09788 0.114
H 0.69681 0.69547 1.58651 0.132
H 3.84899 -0.52533 0.73015 0.089
H 2.59622 -1.48617 1.53631 0.094
H 2.89660 0.19129 2.03918 0.063
H -2.30366 0.77458 -0.61277 0.056
H -1.90268 -0.71899 -0.21363 0.053